[1]
DFT (ωB97M-V/def2-TZVPD) results for a cluster of 3 separate species, C18H39FN2O15P4 in total.

Structure (XYZ):
```
79
Properties=species:S:1:pos:R:3:forces:R:3
C 3.790339 0.732355 -2.688064 -0.64 0.16 -0.19
C 2.729243 -0.068765 -3.446376 1.25 0.15 0.62
O 1.800895 0.846125 -4.057321 -0.69 -0.63 -1.11
P 0.295012 0.273895 -4.006260 1.01 0.57 0.95
O -0.157352 0.277693 -2.610369 -0.60 -0.09 0.42
C -0.748563 1.390648 -4.970898 -0.20 -0.98 -0.90
C -2.221991 1.430690 -4.502702 0.75 0.50 -0.09
C -2.464179 2.342356 -3.281199 -0.91 -0.16 -0.17
C -1.305308 3.188772 -2.752007 0.38 1.56 0.95
C -1.351747 4.690067 -3.110832 -0.97 -0.13 -0.65
O -2.028041 5.069448 -4.020648 -0.06 0.10 -0.06
N -0.620769 5.673602 -2.340043 0.54 -1.35 0.40
C 0.736867 5.326316 -2.059961 1.38 1.63 -0.52
O 1.637918 5.995354 -2.457075 -0.49 -0.57 0.22
F 1.019936 4.253872 -1.311546 -0.70 -0.08 -0.04
O -1.453046 3.223954 -1.318017 0.80 -0.76 0.67
C -2.005736 2.033214 -0.904469 -0.62 -0.48 -0.99
O -1.703657 1.398046 0.047890 -0.08 0.60 0.27
C -3.074627 1.768589 -1.962982 -0.83 -0.07 -0.36
P -3.964250 0.156159 -1.945056 2.06 -1.62 0.31
N -3.043798 -1.124692 -2.051357 -0.68 0.33 -0.44
O 0.396313 -1.194618 -4.668395 -0.28 0.72 0.56
C -0.604751 -2.060455 -4.040226 -0.55 -0.58 -1.01
C -0.849074 -3.317297 -4.878714 -0.49 0.14 0.30
H 4.587458 1.036734 -3.361644 0.16 -0.03 0.10
H 3.332549 1.637094 -2.288437 0.00 -0.02 0.12
H 4.167319 0.147682 -1.852679 0.24 -0.03 -0.07
H 3.248594 -0.671804 -4.190887 -0.40 0.00 -0.31
H 2.225933 -0.747381 -2.760250 -0.23 0.10 0.00
H -0.330942 2.393549 -5.024687 0.17 -0.02 0.06
H -0.767793 1.015302 -5.998181 0.19 0.09 -0.05
H -2.655440 0.441320 -4.382180 0.24 -0.14 0.25
H -2.754177 1.871760 -5.345710 -0.11 0.06 0.05
H -3.233970 3.030226 -3.625550 0.25 0.27 -0.07
H -0.280651 2.883448 -2.979044 -0.21 -0.64 0.04
H -1.102158 5.907755 -1.476381 -0.17 -0.04 -0.03
H -3.895059 2.473490 -1.763652 0.15 0.00 0.50
H -4.901623 0.160816 -3.001269 -0.33 0.74 0.42
H -4.598786 0.128032 -0.679658 -0.37 0.78 -0.36
H -3.365035 -1.633063 -2.870206 0.23 -0.34 0.08
H -1.529490 -1.493998 -4.026529 -0.02 0.03 0.35
H -0.346199 -2.320820 -3.020304 0.22 0.32 0.08
H -1.931955 -3.449254 -4.943355 0.00 -0.07 -0.07
H -0.493491 -3.235997 -5.902458 0.26 0.01 0.06
H -0.488875 -4.214149 -4.382399 0.39 -0.03 -0.21
C -1.742441 4.178850 4.938366 -0.18 0.27 0.48
O -1.663764 2.848017 4.446161 -0.94 -3.05 -1.22
P -0.493201 1.851201 5.107550 4.80 5.80 3.11
O -0.397087 2.459018 6.477785 -1.04 -0.78 -0.35
O 0.628209 2.440699 4.091816 -0.24 -0.73 -0.54
C 0.389503 2.318183 2.677565 0.07 0.11 0.04
O 0.558328 0.565230 5.424420 -2.57 -1.30 -1.89
C 0.140026 -0.413839 6.372046 -0.09 -0.08 0.44
H -2.375298 4.734174 4.244694 0.01 -0.22 -0.13
H -2.206956 4.197691 5.921430 0.16 0.02 0.07
H -0.755054 4.638912 4.976101 0.03 -0.10 0.08
H 0.064468 3.278826 2.279754 -0.09 -0.03 -0.01
H -0.366819 1.565280 2.456834 0.00 0.06 -0.15
H 1.320258 2.030286 2.192977 0.04 -0.02 0.09
H -0.856239 -0.786874 6.135626 0.02 -0.12 0.09
H 0.140774 0.019317 7.371671 -0.08 0.05 -0.01
H 0.839035 -1.248578 6.350665 0.08 0.10 -0.19
C 1.588897 -7.212461 4.264708 -0.33 -0.42 -0.26
O 1.651207 -5.844400 4.649999 -0.28 3.07 1.61
P 1.926799 -4.718881 3.448340 2.25 -4.66 -6.15
O 1.307271 -5.443925 2.287261 -0.55 0.23 1.02
O 3.540028 -4.899835 3.498226 -0.28 0.71 0.76
C 4.214682 -4.664529 4.744230 0.10 -0.13 -0.09
O 2.115762 -3.271569 2.602342 -0.63 0.88 3.43
C 0.932216 -2.578483 2.205747 -0.45 -0.04 -0.28
H 1.645860 -7.800470 5.181593 0.04 0.23 0.11
H 0.643961 -7.428517 3.772464 0.09 0.02 -0.16
H 2.423788 -7.472695 3.614704 -0.06 0.09 -0.08
H 4.469910 -5.618677 5.204295 -0.07 0.01 0.05
H 3.603527 -4.084697 5.437335 0.06 -0.02 0.05
H 5.129542 -4.111631 4.540584 -0.04 0.02 -0.09
H 0.261431 -2.439197 3.053225 -0.06 0.13 -0.06
H 0.423020 -3.150801 1.431769 -0.03 -0.04 0.03
H 1.202516 -1.601696 1.809802 0.22 -0.05 0.10
```
Positions in Å, forces in eV/Å.

Results
Net charge: 0
LUMO: -0.0623 Ha
2S+1: 1
Highest occupied orbital energy: -8.83 eV
HOMO-LUMO gap: 7.1 eV
Energy relative to the best compared isomer or geometry (same formula, charge and spin): 3.9727 eV

=====

[2]
DFT (ωB97M-V/def2-TZVPD) results for a structure of composition C18H39N4O7V.

Structure (XYZ):
```
69
Properties=species:S:1:pos:R:3:forces:R:3
V 0.493559 -0.080523 -0.009454 0.48 -0.29 -0.77
C 2.672584 -2.256019 -3.044026 -0.52 0.34 -0.52
C 2.261587 -0.763948 -3.091182 -0.23 -0.71 1.01
O 1.778316 -0.276928 -1.899749 -0.47 0.40 1.62
H 3.496107 -2.447198 -2.356019 -0.25 -0.05 0.27
H 2.969377 -2.629199 -4.024206 0.30 0.20 -0.29
H 1.763868 -2.823121 -2.842217 0.14 -0.20 0.66
H 1.474665 -0.695451 -3.842288 -0.14 0.10 -0.74
H 3.130522 -0.195021 -3.421893 0.28 0.33 -0.31
C 4.082582 -0.408355 1.896443 0.22 -0.62 -0.21
C 2.934748 -1.458063 1.774808 -0.06 1.14 0.91
O 1.782089 -1.113942 1.475553 0.80 -0.52 -0.20
N 3.204185 -2.716908 2.203260 0.84 1.62 0.67
C 2.258527 -3.739054 2.468561 -0.52 -1.36 -1.35
H 4.135884 0.072258 2.873300 -0.80 -0.14 0.25
H 4.032718 0.400968 1.168015 -0.35 -0.35 -0.19
H 5.079997 -0.845915 1.853848 -0.04 -0.36 -0.45
H 4.134229 -3.001355 2.475644 0.07 0.83 -0.21
H 1.426536 -3.636288 1.771895 0.18 -0.23 -0.01
H 1.830167 -3.915113 3.455275 0.37 0.80 0.39
H 2.876213 -4.603136 2.223784 -0.82 -0.72 -0.03
C 2.663094 3.456761 1.861739 -0.67 -2.02 -1.81
C 1.851500 2.932761 0.632840 1.76 2.41 0.59
O 1.415804 1.807567 0.651736 -0.65 -0.78 -0.90
N 1.766819 3.903809 -0.317985 -0.77 -0.06 0.46
C 1.141717 3.765357 -1.614334 0.49 -1.01 -0.54
H 2.467584 2.582654 2.482889 -0.28 0.98 1.29
H 2.321766 4.477421 2.034496 0.34 -0.36 0.92
H 3.720449 3.318753 1.635772 0.14 0.69 -0.17
H 2.391796 4.687501 -0.194215 -0.30 -0.15 0.11
H 0.095450 3.459725 -1.619442 0.03 -0.01 0.64
H 1.723804 2.953585 -2.050580 -0.39 0.01 -0.95
H 1.187665 4.681141 -2.203686 0.37 -0.04 0.22
C -0.716931 -0.687507 3.787112 -0.09 -0.18 0.56
C -1.370470 0.153099 2.734387 1.57 -1.73 0.64
O -0.822905 0.356437 1.660949 0.79 0.51 -1.24
N -2.558611 0.569609 2.976240 -3.91 2.64 -0.59
C -3.388195 1.331226 2.029609 -0.33 -0.24 -0.96
H 0.204361 -0.200359 4.106495 0.18 -0.26 -0.18
H -0.554871 -1.682327 3.372160 0.43 0.12 -0.13
H -1.333982 -0.854902 4.669908 -0.17 0.27 -0.03
H -3.176056 0.428079 3.762897 1.11 -0.81 0.67
H -4.141857 0.656259 1.623989 -0.34 -0.12 0.27
H -2.945377 1.709615 1.108281 0.86 -0.05 0.50
H -3.893144 2.160349 2.525278 0.12 -0.10 0.19
C -1.103240 -3.938540 1.041317 -0.56 0.70 -0.47
C -1.606564 -2.672654 0.253512 -0.34 -1.16 0.05
O -0.855576 -1.775415 -0.130285 -0.11 -0.48 0.05
N -2.938245 -2.699827 0.024196 0.20 0.44 -0.46
C -3.707783 -1.881582 -0.927707 0.40 0.18 -0.22
H -1.849998 -4.695669 1.280515 -0.69 0.60 0.20
H -0.681134 -3.564769 1.974180 0.35 -0.31 -0.13
H -0.456386 -4.572402 0.434758 0.75 0.73 -0.07
H -3.412485 -3.495151 0.427498 -0.14 0.14 -0.10
H -4.556059 -1.352667 -0.493221 -0.03 -0.38 0.39
H -4.040458 -2.505451 -1.757295 -0.21 -0.19 0.14
H -3.125174 -1.094454 -1.406348 0.55 -0.19 0.42
O -0.979368 0.945733 -1.187536 -0.52 0.13 -0.95
C -1.702779 1.424737 -2.042379 0.89 0.09 1.96
O -2.692372 2.213813 -1.653112 -0.84 0.46 -1.40
C -3.253288 2.915067 -2.852886 0.92 0.18 0.75
C -2.346061 2.621518 -4.083482 0.38 -0.98 2.60
C -1.660314 1.293534 -3.506504 -0.23 0.50 -1.72
H -3.146824 3.935127 -2.483761 -0.83 0.16 -0.57
H -4.261635 2.553922 -3.055145 -0.02 0.26 0.48
H -1.565005 3.379123 -4.147386 -0.17 0.04 -0.33
H -2.998808 2.604222 -4.956247 0.58 -0.48 -0.15
H -0.638021 1.105586 -3.834663 -0.18 -0.11 -0.12
H -2.290291 0.421893 -3.683902 0.07 -0.23 -0.42
```
Positions in Å, forces in eV/Å.

Results
Net charge: 0
LUMO (spin up / spin down): 0.0142 / 0.0122 Ha
2S+1: 5
Highest occupied orbital energy (spin up / spin down): -1.54 / -6.89 eV
HOMO-LUMO gap (spin up / spin down): 1.9 / 7.2 eV
Energy relative to the best compared isomer or geometry (same formula, charge and spin): 0.3434 eV

=====

Q: Among the records above, which one has the lowest 2S+1?
A: C18H39FN2O15P4

=====

Q: Among the records above, which one has the lowest 2S+1?
A: C18H39FN2O15P4

=====

Q: Which value of 2S+1 does entry 2 give?
A: 5